[1]
C14H16OPdS6 | ωB97M-V/def2-TZVPD

Geometry as XYZ:
```
38
Properties=species:S:1:pos:R:3:nbo_charge:R:1
Pd 0.673 -1.441 -2.619 0.063
S -1.199 0.210 -3.274 0.203
S 3.330 -3.083 -4.409 -0.275
S -0.178 -3.488 -3.660 -0.625
S 1.348 -4.323 -4.639 -0.272
S 2.953 -1.301 -3.593 -0.661
S -0.941 -1.083 0.526 1.279
O 0.020 -1.856 -0.277 -0.935
C 1.513 2.090 0.033 -0.205
C -0.472 2.917 1.114 -0.221
C -0.507 -1.402 2.251 -0.149
C 0.260 1.256 -3.036 -0.774
C 0.742 -1.936 2.536 -0.232
C 0.973 0.815 0.002 -0.230
C -0.282 0.599 0.548 -0.162
C -1.066 -1.455 4.585 -0.223
C -2.412 1.610 -3.388 -0.788
C 1.089 -2.216 3.845 -0.207
C -1.020 1.646 1.084 -0.259
C -1.420 -1.175 3.276 -0.253
C 0.189 -1.973 4.880 -0.225
C 0.800 3.143 0.598 -0.225
H -3.400 1.166 -3.506 0.200
H 0.125 1.908 -2.170 0.181
H 0.460 -2.202 5.903 0.200
H -1.043 3.741 1.527 0.196
H -1.773 -1.282 5.388 0.200
H 2.487 2.269 -0.405 0.220
H -2.385 2.215 -2.477 0.182
H -2.185 2.233 -4.257 0.185
H 1.089 0.533 -2.855 0.248
H 1.489 -0.009 -0.487 0.280
H 1.413 -2.144 1.709 0.263
H -2.403 -0.783 3.040 0.210
H 0.468 1.837 -3.937 0.197
H 1.221 4.140 0.613 0.199
H -2.018 1.460 1.466 0.204
H 2.062 -2.635 4.066 0.209
```

Output
Net charge ... -2
Strongest force on any atom ... 1.1 eV Å⁻¹
Energy ... -85314.5907 eV
E_HOMO ... 1.51 eV

***

[2]
C14H17AgBrN4 | ωB97M-V/def2-TZVPD

Geometry as XYZ:
```
37
Properties=species:S:1:pos:R:3:nbo_charge:R:1
Ag -0.132 0.283 1.348 1.082
Br -0.075 0.491 3.752 -0.489
N -1.184 -1.534 0.218 -0.431
N -1.251 2.053 0.263 -0.492
N 1.869 0.367 0.192 -0.615
N 5.723 0.431 -1.377 -0.762
C -1.134 -1.429 1.464 0.275
C -3.008 -4.774 -0.134 -0.637
C -2.243 -3.390 1.854 -0.130
C 2.107 0.099 -1.098 0.071
C -2.127 4.914 -1.505 -0.590
C -1.622 -2.281 2.419 -0.253
C -2.733 4.119 -0.345 -0.518
C 4.227 0.681 0.489 -0.313
C 3.358 0.100 -1.662 -0.317
C -2.335 -3.571 0.471 -0.029
C -1.779 -2.594 -0.348 0.052
C -1.913 2.954 0.014 0.434
C 2.938 0.649 0.959 0.068
C 4.471 0.402 -0.863 0.246
H -3.392 -5.439 0.637 0.234
H 2.741 0.855 2.005 0.216
H 6.516 0.614 -0.790 0.405
H -2.766 5.766 -1.725 0.233
H 3.476 -0.125 -2.713 0.228
H -2.830 4.737 0.547 0.264
H 1.239 -0.126 -1.708 0.202
H -2.667 -4.131 2.521 0.244
H 5.040 0.920 1.163 0.231
H -1.537 -2.112 3.479 0.277
H 5.894 0.195 -2.336 0.404
H -1.806 -2.651 -1.427 0.224
H -3.842 -4.474 -0.769 0.240
H -1.135 5.284 -1.249 0.224
H -3.730 3.756 -0.594 0.261
H -2.049 4.301 -2.401 0.221
H -2.308 -5.340 -0.751 0.240
```

Output
Net charge ... +1
Strongest force on any atom ... 0.6 eV Å⁻¹
Energy ... -94789.3930 eV
E_HOMO ... -11.56 eV